This record from the Open Molecules 2025 dataset describes a molecular structure, Cl2HPS at a distorted geometry. The level of theory is wB97M-V/def2-TZVPD.

The geometry in XYZ format:
```
5
Cl2HPS | the Open Molecules 2025 dataset | wB97M-V/def2-TZVPD
P 2.0367 0.5400 -1.0433
S 0.1136 -0.1985 -1.2432
Cl 3.4588 -1.1629 0.4882
Cl 1.8406 1.7940 0.4206
H -0.5435 0.4507 -0.0945
```

Values from the calculation:
multiplicity	1
DFT total energy	-45185.126	eV